2 unconnected molecules or ions with the total composition C4H13O3PSi, computed with wB97M-V/def2-TZVPD.

Geometry as XYZ:
```
22
Properties=species:S:1:pos:R:3:forces:R:3:nbo_charge:R:1
P 3.5790 -0.1302 0.1606 0.228 -0.097 0.099 0.3327
Si -1.1867 -0.1594 -0.0066 1.570 0.565 0.301 1.9374
O -1.6828 0.5601 -1.3612 -0.704 0.293 0.082 -0.9234
O -1.2368 -1.7592 -0.1630 -0.423 -0.279 -0.591 -0.9242
O -2.0709 0.3420 1.2459 -0.454 -0.573 0.213 -0.9209
C -1.2214 0.4222 -2.6778 0.170 0.015 -0.236 -0.2359
C 2.3747 1.1515 0.2965 0.113 0.249 0.008 -0.7357
C -2.3803 1.6541 1.6336 -0.013 0.307 0.122 -0.2379
C -0.8969 -2.7919 0.7214 0.074 -0.275 0.154 -0.2331
H 3.0582 -0.7969 -0.9451 -0.058 -0.222 -0.452 -0.0266
H -3.3355 1.6283 2.1579 0.039 0.105 -0.006 0.1844
H 3.0501 -1.0506 1.0698 -0.017 -0.243 0.329 -0.0264
H -1.0156 -0.6214 -2.9158 -0.019 -0.038 -0.095 0.1779
H -0.0891 -2.4908 1.3884 0.072 -0.043 0.071 0.1735
H -0.5715 -3.6455 0.1227 -0.022 0.014 0.162 0.1823
H -1.6067 2.0294 2.3058 -0.049 0.085 0.025 0.1752
H -2.4557 2.3139 0.7697 -0.059 0.089 -0.008 0.1786
H 2.3250 1.7913 -0.5702 -0.301 0.144 -0.172 0.1909
H 2.3755 1.6904 1.2330 -0.290 0.017 0.154 0.1925
H -0.3096 1.0072 -2.8162 0.003 -0.015 -0.084 0.1741
H -1.9998 0.8056 -3.3366 0.089 -0.057 -0.088 0.1852
H -1.7665 -3.0738 1.3177 0.051 -0.039 0.012 0.1795
```
Positions in Å, forces in eV/Å.

ΔE to the lowest compared entry with this formula, charge and spin   1.3157 eV
HOMO-LUMO gap (alpha / beta)   0.252 / 0.287 hartree
HOMO energy (alpha / beta)   -6.79 / -7.76 eV
Lowest unoccupied orbital energy (alpha / beta)   0.1 / 0.0 eV

---

A molecular structure, C4H13O4, computed with wB97M-V/def2-TZVPD.

Geometry as XYZ:
```
21
Properties=species:S:1:pos:R:3:forces:R:3:nbo_charge:R:1
O 1.5138 2.3813 0.5520 0.163 0.177 0.133 -1.3088
O 0.8004 0.5326 2.3236 0.237 0.303 0.240 -0.7965
O 1.2299 2.9193 -2.1573 0.185 -0.253 -0.389 -1.0163
O -1.4098 -2.8293 0.9385 -0.144 1.166 -0.946 -0.7227
C -1.0534 -2.3332 -0.7939 -3.890 2.850 -0.708 -0.1788
C -0.8928 -0.8134 -0.8059 0.523 -1.814 0.996 -0.4141
C 0.2626 -0.2959 0.1092 -1.985 0.054 -0.994 -0.4254
C -0.2278 -0.0261 1.5250 1.068 0.251 0.963 -0.0554
H 1.0317 3.8434 -1.9981 -0.036 -0.011 0.192 0.4497
H -1.0865 0.6595 1.5342 -0.145 -0.135 -0.375 0.1384
H 1.1510 1.3609 1.8696 -0.274 -0.399 -0.624 0.5186
H -2.0851 -2.6268 -0.9820 0.078 0.331 -0.599 0.2089
H 2.0928 3.0077 1.0021 -0.012 0.053 -0.212 0.4174
H -0.8483 -3.1417 0.2143 2.517 -3.348 0.851 0.3874
H -1.8548 -0.4500 -0.4487 0.057 0.524 -0.365 0.2102
H -0.4828 -0.9306 2.0683 -0.385 -0.196 -0.331 0.1814
H 0.4709 0.6727 -0.3375 0.991 -0.090 0.266 0.2664
H -0.4817 -2.8589 -1.5645 1.075 -0.681 1.238 0.2117
H -0.6739 -0.6080 -1.8571 -0.239 0.501 0.011 0.2119
H 1.4885 2.5782 -1.2616 -0.208 0.282 0.520 0.5281
H 1.0553 -1.0417 0.0698 0.422 0.436 0.134 0.1876
```
Positions in Å, forces in eV/Å.

ΔE to the lowest compared entry with this formula, charge and spin   4.8301 eV
Net charge   -1
HOMO-LUMO gap   0.264 hartree
HOMO energy   -4.06 eV
Lowest unoccupied orbital energy   3.1 eV

---

A molecular structure, C4H14BrO4P3Pd, computed with wB97M-V/def2-TZVPD.

Geometry as XYZ:
```
27
Properties=species:S:1:pos:R:3:forces:R:3:nbo_charge:R:1
Pd -4.2815 4.3978 0.1081 -0.166 -0.039 0.156 0.3690
Br -2.1033 3.5404 -0.3234 0.840 -0.294 0.147 -0.0330
P -1.1546 1.8569 0.7496 -1.642 0.513 0.273 0.8773
P 2.2493 0.3709 -2.1440 0.453 -1.806 -0.589 1.3802
P 0.5673 1.0697 -0.6591 0.598 0.274 0.354 0.9309
O -0.4006 2.4975 2.0004 -0.073 -0.307 0.202 -0.9710
O 3.6721 0.6704 -1.5283 -0.320 0.328 0.493 -0.9228
O -0.3642 1.4131 -1.9127 -0.370 -0.466 -0.090 -0.9391
O 2.1833 1.2052 -3.4654 0.300 0.108 -0.231 -0.9451
C 0.5677 -0.5517 0.1829 -0.053 0.442 -0.298 -0.6871
C -0.8129 -2.0711 2.2656 0.178 0.257 -0.781 -0.6045
C -0.9244 -2.4975 0.8033 0.150 0.185 0.735 -0.3953
C -0.6606 -1.3703 -0.1808 -0.016 -0.203 -0.516 -0.4222
H -0.4588 -1.8208 -1.1445 -0.014 -0.113 -0.431 0.2284
H 2.0111 0.5807 -4.1995 -0.023 0.587 -0.170 0.5482
H -1.3590 -2.7504 2.8895 -0.200 -0.207 0.450 0.2561
H -0.2221 -3.2901 0.6040 0.195 -0.438 -0.068 0.2221
H 3.7301 0.2571 -0.6439 0.578 0.158 -0.227 0.5267
H -0.6165 1.9656 2.7911 0.221 0.451 0.133 0.5379
H 0.2194 -2.0461 2.5789 0.348 -0.070 0.320 0.2056
H -1.5377 -0.7548 -0.3352 -0.375 0.285 0.335 0.2144
H 1.4405 -1.0756 -0.1854 0.456 -0.171 0.020 0.2533
H 0.6868 -0.3534 1.2405 -0.122 0.103 0.356 0.2743
H 1.3737 2.1007 -0.1474 -0.219 0.146 -0.291 0.1400
H -1.2099 -1.0651 2.3692 -0.334 0.190 0.305 0.1747
H -1.9143 -2.8909 0.6584 -0.400 -0.163 -0.428 0.2410
H -0.6810 0.6117 -2.3718 0.009 0.251 -0.159 0.5398
```
Positions in Å, forces in eV/Å.

ΔE to the lowest compared entry with this formula, charge and spin   0.9210 eV
Net charge   +2
HOMO-LUMO gap   0.138 hartree
HOMO energy   -14.31 eV
Lowest unoccupied orbital energy   -10.6 eV

---

A molecular structure, C4H14F9N2O15S3Y, computed with wB97M-V/def2-TZVPD.

Geometry as XYZ:
```
48
Properties=species:S:1:pos:R:3:forces:R:3:nbo_charge:R:1
Y 21.4476 17.6451 24.3140 -3.087 2.531 2.095 2.1014
S 17.7009 17.1893 25.1423 -0.665 -0.900 -0.283 2.3087
S 21.7631 16.6225 27.8210 1.304 0.059 1.250 2.3578
S 20.8461 20.9354 26.2672 0.418 0.710 0.998 2.3424
F 23.3869 20.2961 26.7754 0.451 -0.972 -0.021 -0.3453
F 18.1529 17.3357 27.7146 0.021 0.351 0.427 -0.3050
F 21.3718 14.1773 26.8501 0.102 0.119 -0.139 -0.3499
F 22.7918 22.0177 27.8256 -0.432 0.265 0.303 -0.3245
F 16.0601 17.2396 27.1946 -0.418 0.016 0.253 -0.3115
F 19.9115 14.7519 28.3166 -0.277 0.100 0.245 -0.2960
F 22.0047 20.1116 28.4829 0.514 -0.441 0.365 -0.2957
F 17.1306 19.0912 26.8911 0.063 0.463 0.377 -0.2918
F 21.9329 14.2512 28.9251 -0.157 0.054 0.226 -0.3075
O 19.1042 17.6024 24.9590 0.351 0.369 -0.439 -1.0500
O 20.4036 19.2779 22.8940 1.001 0.510 -0.968 -0.7550
O 21.2995 15.3224 24.1905 0.083 -0.859 -0.573 -0.9570
O 17.6020 15.7374 25.1504 -0.113 0.714 0.210 -0.9746
O 23.2150 16.4098 27.7559 -0.293 -0.010 -0.688 -1.0184
O 21.2277 17.0688 26.5319 -0.042 -0.249 -0.222 -1.0358
O 19.7680 16.6510 22.1789 0.014 -0.114 -0.143 -0.9362
O 23.0222 19.5464 24.1461 1.229 -0.566 -0.930 -0.9400
O 19.7104 21.0689 27.1527 0.696 -0.274 -0.780 -0.9283
O 20.9296 19.6679 25.5221 -0.241 -0.059 0.334 -1.0455
O 21.3169 17.3352 28.9820 -0.229 -0.576 -0.760 -0.8954
O 22.5513 17.3660 22.3075 0.955 -0.380 -0.948 -0.9466
O 23.5723 16.8583 25.0667 0.791 -0.324 -0.538 -0.9881
O 21.1977 22.0990 25.4690 -0.105 -0.582 -0.282 -0.9932
O 16.7565 17.8836 24.2668 0.904 -0.057 0.317 -0.9945
N 18.4215 20.1832 22.5662 0.213 0.233 -0.162 -0.8003
N 20.1391 20.6114 21.0638 0.511 0.416 -0.457 -0.8160
C 22.3491 20.8193 27.4339 -1.256 0.873 -0.944 0.7098
C 19.7058 20.0639 22.2109 -0.594 -2.006 1.054 0.8104
C 21.1860 14.8568 28.0085 0.200 0.188 -0.442 0.7136
C 17.2237 17.7857 26.8837 0.866 -1.182 -1.775 0.7535
H 24.3749 16.7623 24.5394 -0.092 0.045 0.041 0.4932
H 18.1389 19.5386 23.2987 -0.446 0.308 0.076 0.4578
H 22.7355 18.0994 21.7070 -0.207 0.162 0.245 0.5234
H 22.0182 14.6792 24.1768 0.001 0.123 0.347 0.5109
H 20.4846 14.7956 24.1669 -0.172 0.415 0.151 0.5410
H 23.0332 20.5039 24.0113 -0.602 0.004 0.346 0.5316
H 19.9431 16.1374 21.3833 -0.041 -0.016 0.072 0.4784
H 17.7666 20.7125 22.0210 -0.200 -0.061 0.207 0.3975
H 22.8828 16.5794 21.8565 -0.152 -0.028 0.138 0.5110
H 19.6032 21.2457 20.5008 -0.157 0.047 0.185 0.4053
H 18.9079 17.0636 22.0241 0.000 0.003 0.311 0.5062
H 21.0994 20.4847 20.8081 0.052 0.078 0.144 0.3985
H 23.7954 16.4972 25.9578 -0.684 0.322 0.580 0.5605
H 23.9506 19.2938 24.2361 -0.076 0.176 0.197 0.4889
```
Positions in Å, forces in eV/Å.

ΔE to the lowest compared entry with this formula, charge and spin   0.4032 eV
HOMO-LUMO gap   0.276 hartree
HOMO energy   -9.25 eV
Lowest unoccupied orbital energy   -1.8 eV

---

A molecular structure, C4H14IO6PSSi2, computed with wB97M-V/def2-TZVPD.

Geometry as XYZ:
```
29
Properties=species:S:1:pos:R:3:forces:R:3:nbo_charge:R:1
I -2.7656 -2.8802 -3.4468 0.081 0.784 -0.256 -0.1429
S -3.9304 -0.2451 -6.8185 0.634 0.493 1.941 -0.4996
P -3.6265 0.4963 -5.0029 -3.580 1.479 -2.441 1.2126
Si -1.6749 0.0052 -1.3028 1.486 1.017 -0.280 1.1467
Si -1.9460 -0.6426 -4.1393 2.512 0.056 1.237 1.0553
O -5.1209 0.2694 -4.0704 2.302 2.996 -0.664 -0.9549
O 2.2649 -1.3529 2.7261 -0.214 1.687 -0.134 -0.6431
O 2.0602 0.7116 3.7141 -0.185 -0.515 -1.019 -0.4979
O 2.1541 0.5987 1.5227 -0.132 -0.440 0.957 -0.4974
O -3.2966 2.1963 -5.2457 -0.453 -2.042 2.790 -0.9437
O -1.0222 0.2201 -2.9196 -2.941 -1.951 0.256 -1.2016
C 2.1625 -0.1379 2.6611 0.221 -0.445 0.228 0.9836
C 3.5114 -0.2137 5.4258 0.234 -0.117 -0.205 -0.6388
C 2.0851 0.0992 5.0093 0.168 -0.290 0.617 -0.0713
C 2.3245 -0.1722 0.3354 0.053 -0.240 -0.532 -0.2582
H 1.6517 0.8200 5.7102 0.014 0.078 -0.395 0.1904
H 3.9574 -0.9683 4.7704 -0.164 0.030 0.120 0.2240
H -5.4939 1.1970 -3.8661 0.712 -2.019 -0.434 0.4990
H -1.0079 -0.8861 -5.2656 -0.334 0.215 0.283 -0.1213
H 4.1391 0.6804 5.3547 -0.170 -0.039 0.121 0.2125
H 1.4515 -0.7949 5.0339 0.179 0.133 -0.225 0.1959
H -2.8559 0.8672 -1.0401 -0.080 -0.239 -0.419 -0.1869
H 2.1567 0.4847 -0.5229 0.004 0.086 0.375 0.1976
H 3.5416 -0.5884 6.4531 -0.037 0.068 -0.113 0.2170
H -0.6350 0.5149 -0.3721 -0.024 0.010 -0.278 -0.1871
H 1.6006 -0.9924 0.2859 0.245 0.091 0.130 0.1955
H 3.3479 -0.5562 0.2835 -0.217 -0.092 0.057 0.1906
H -3.1391 2.6588 -4.3629 -0.158 -0.736 -1.481 0.4928
H -1.8944 -1.3887 -0.9104 -0.156 -0.058 -0.237 -0.1690
```
Positions in Å, forces in eV/Å.

ΔE to the lowest compared entry with this formula, charge and spin   1.4649 eV
HOMO-LUMO gap   0.321 hartree
HOMO energy   -9.16 eV
Lowest unoccupied orbital energy   -0.4 eV

---

2 unconnected molecules or ions with the total composition C4H14N, computed with wB97M-V/def2-TZVPD.

Geometry as XYZ:
```
19
Properties=species:S:1:pos:R:3:forces:R:3:nbo_charge:R:1
N 0.7705 1.4070 -1.6098 -0.309 0.126 2.350 -0.6767
C -1.8559 -1.4466 2.0067 -0.420 -1.005 -0.352 -0.6055
C -0.2192 -1.6215 0.0296 0.313 0.674 -1.721 -0.5900
C 1.6667 2.6290 -1.4780 0.090 -0.814 -2.036 -0.4157
C -0.4131 -1.2969 1.4976 -0.465 0.047 0.542 -0.4209
H -2.0484 -0.8018 2.8585 0.050 -0.135 0.183 0.2189
H 0.3371 -1.8794 2.0340 -0.355 0.104 0.513 0.2247
H 0.0785 1.4309 -0.8519 -0.022 0.165 0.052 0.4430
H 0.2179 -0.7450 -0.4750 -0.309 0.039 -0.030 0.1145
H 1.8455 2.8720 -0.4417 -0.220 0.150 0.037 0.2529
H 0.4892 -2.3772 -0.3222 0.013 -0.360 0.990 0.2315
H 2.5758 2.3671 -2.0130 0.306 -0.058 0.417 0.2399
H 1.2735 0.5463 -1.3731 0.020 -0.057 -0.683 0.4519
H 0.1724 1.3151 -2.4199 0.460 -0.024 -0.835 0.4529
H -2.1469 -2.4737 2.2443 0.296 0.039 0.272 0.2205
H -1.1210 -1.8639 -0.5376 -0.233 0.186 0.316 0.2231
H 1.2313 3.3683 -2.1362 -0.286 0.646 0.640 0.2449
H -2.5941 -1.1896 1.2389 0.286 0.367 -0.099 0.2021
H -0.2597 -0.2399 1.7488 0.784 -0.090 -0.556 0.1880
```
Positions in Å, forces in eV/Å.

ΔE to the lowest compared entry with this formula, charge and spin   1.2487 eV
Net charge   +1
HOMO-LUMO gap   0.383 hartree
HOMO energy   -14.33 eV
Lowest unoccupied orbital energy   -3.9 eV